{"formula": "C20H23F3N2O4", "method": "ωB97M-V/def2-TZVPD", "symbols": ["C", "C", "C", "O", "C", "O", "O", "C", "F", "F", "F", "O", "C", "C", "C", "C", "C", "C", "C", "H", "H", "H", "H", "H", "H", "H", "H", "H", "H", "H", "H", "H", "N", "C", "C", "C", "C", "H", "H", "H", "H", "H", "N", "C", "C", "C", "C", "H", "H", "H", "H", "H"], "xyz": [[-0.5221, 2.9736, 0.0786], [0.6946, 1.9479, 0.0296], [0.1373, 0.6102, -0.6311], [-0.1032, 0.7395, -2.0432], [1.0512, 0.9065, -2.7581], [2.0841, 0.4630, -2.3526], [0.9006, 1.6577, -3.9261], [1.8048, 1.2762, -4.9066], [1.7706, -0.0443, -5.2125], [3.0856, 1.6799, -4.6497], [1.4410, 1.9459, -6.0499], [1.0785, 1.7542, 1.3840], [2.3223, 1.0506, 1.5084], [2.2603, 0.3053, 2.8970], [1.1281, -0.6244, 3.0399], [0.9999, -1.3840, 4.3098], [1.9856, -1.2179, 5.3720], [3.0755, -0.2604, 5.1841], [3.2234, 0.5128, 3.9641], [-1.4329, 2.4893, 0.5326], [-0.2105, 3.7552, 0.8282], [-0.7179, 3.4138, -0.9281], [1.5299, 2.3914, -0.5840], [0.7432, -0.2963, -0.3570], [-0.8691, 0.4465, -0.1502], [2.4692, 0.2801, 0.7027], [3.2124, 1.7432, 1.4933], [0.4069, -0.7583, 2.2051], [0.1527, -2.0903, 4.4567], [1.8931, -1.8046, 6.3098], [3.8348, -0.1230, 5.9875], [4.0344, 1.2538, 3.8036], [-0.4936, -3.3863, 0.7077], [0.3275, -4.4308, 0.3784], [0.3095, -5.3251, 1.4163], [-0.5602, -4.8037, 2.4085], [-1.0431, -3.6079, 1.9429], [-0.6672, -2.5814, 0.1315], [0.8527, -4.4458, -0.5631], [0.8588, -6.2523, 1.4587], [-0.8047, -5.2553, 3.3572], [-1.7257, -2.8967, 2.3804], [-3.7930, 2.6030, -2.5490], [-2.9911, 1.5452, -2.8864], [-3.6490, 0.8038, -3.8343], [-4.8924, 1.4413, -4.0823], [-4.9513, 2.5491, -3.2772], [-3.5661, 3.3101, -1.8719], [-2.0254, 1.4111, -2.4234], [-3.2782, -0.0963, -4.2995], [-5.6570, 1.1236, -4.7737], [-5.7148, 3.3011, -3.1586]], "atomic_forces_ev_per_a": [[1.0, -0.2, 0.9], [-1.6, 0.6, -0.7], [-0.2, -0.3, 2.0], [1.0, 1.2, -1.2], [0.0, -0.6, 1.6], [0.0, 0.4, -0.9], [0.2, -1.7, 0.6], [0.8, 1.1, -2.2], [0.1, 1.4, 0.9], [-1.7, -0.9, 0.0], [0.2, -0.8, 1.6], [0.5, -0.5, -1.2], [0.7, -0.8, 1.6], [-0.9, -0.8, 0.3], [2.0, -0.1, 2.7], [1.4, 1.5, -0.9], [0.1, 1.4, -2.1], [-0.8, -0.3, -0.9], [-2.0, -1.5, -0.2], [0.9, 0.3, -0.7], [-0.4, -0.5, -1.0], [0.0, -0.3, 0.9], [-0.6, -0.5, 0.6], [-0.3, 0.9, -0.7], [0.9, 0.2, -0.8], [-0.2, 0.8, 0.6], [-0.9, -0.4, -0.1], [0.6, 0.1, 0.8], [0.8, 0.6, -0.2], [0.1, 0.6, -0.8], [-0.8, -0.2, -0.7], [-0.6, -0.7, 0.3], [0.0, 0.0, 0.0], [0.1, 0.0, -0.1], [0.1, 0.0, -0.1], [-0.1, 0.1, 0.1], [0.0, 0.1, 0.0], [0.0, -0.1, 0.0], [0.0, 0.0, 0.1], [0.0, 0.1, 0.0], [0.0, 0.0, -0.1], [0.0, -0.1, 0.0], [0.0, -0.1, -0.1], [0.1, 0.0, 0.2], [0.1, 0.0, 0.1], [-0.1, 0.1, 0.0], [-0.1, 0.1, 0.0], [0.0, -0.1, -0.1], [-0.3, 0.0, -0.2], [0.0, 0.1, 0.0], [0.0, 0.0, 0.0], [0.0, -0.1, 0.0]], "homo_lumo_gap_ev": 8.772, "e_tot_ha": -1485.91553, "smiles": "C[C@H](COC(=O)OC(F)(F)F)OCc1ccccc1.c1cc[nH]c1.c1cc[nH]c1"}